1.
Density functional theory data (ωB97M-V/def2-TZVPD) for a molecular structure, C19H20Cl5N8O7RbSe.

Last column: natural (NBO) charge in e.
Atoms and positions in Å:
Rb (1.177, -0.827, -0.615)  0.894
C (-1.223, 2.319, -1.264)  -0.244
O (-0.754, 1.117, -1.832)  -0.557
C (-1.263, 0.891, -3.118)  -0.089
C (-0.656, -0.377, -3.681)  -0.083
O (-0.810, -1.509, -2.852)  -0.540
C (-2.137, -1.977, -2.705)  -0.079
C (-2.625, -1.843, -1.281)  -0.093
O (-1.907, -2.760, -0.493)  -0.540
C (-2.414, -2.846, 0.825)  -0.258
H (-0.881, 3.184, -1.846)  0.165
H (-0.825, 2.372, -0.254)  0.219
H (-2.319, 2.323, -1.216)  0.159
H (-1.007, 1.721, -3.796)  0.175
H (-2.363, 0.824, -3.077)  0.155
H (0.417, -0.244, -3.801)  0.216
H (-1.087, -0.560, -4.675)  0.160
H (-2.145, -3.037, -2.976)  0.189
H (-2.813, -1.440, -3.381)  0.158
H (-3.703, -2.081, -1.256)  0.145
H (-2.483, -0.822, -0.905)  0.208
H (-3.429, -3.270, 0.817)  0.138
H (-2.439, -1.865, 1.304)  0.204
H (-1.754, -3.502, 1.386)  0.205
O (-1.491, 1.904, 5.101)  -0.709
C (-0.208, 2.211, 5.045)  0.781
O (0.338, 2.848, 5.924)  -0.643
C (0.552, 1.733, 3.864)  -0.294
C (1.912, 1.912, 3.743)  0.027
N (2.269, 1.355, 2.580)  -0.314
N (1.241, 0.823, 1.912)  -0.256
C (0.183, 1.035, 2.677)  0.023
C (-1.163, 0.526, 2.208)  0.766
O (-2.076, 0.492, 3.100)  -0.789
O (-1.254, 0.165, 1.036)  -0.700
H (-1.769, 1.344, 4.275)  0.505
H (2.613, 2.378, 4.414)  0.227
H (3.182, 1.325, 2.159)  0.415
N (-0.748, -1.407, 5.062)  -0.630
N (0.299, -1.855, 4.262)  0.149
N (0.123, -2.768, 3.342)  -0.270
C (1.348, -2.866, 2.840)  0.092
N (2.223, -2.057, 3.465)  -0.292
N (1.526, -1.411, 4.373)  -0.097
H (-1.379, -0.890, 4.442)  0.409
H (-0.329, -0.746, 5.707)  0.374
H (1.590, -3.520, 2.016)  0.250
Cl (3.091, -0.622, -4.492)  -0.052
C (2.603, 1.004, -3.971)  -0.085
C (2.603, 1.272, -2.618)  -0.344
C (2.205, 2.555, -2.307)  -0.070
Cl (2.197, 3.031, -0.595)  -0.064
C (1.784, 3.509, -3.229)  -0.112
Cl (1.251, 5.092, -2.748)  -0.004
C (1.786, 3.169, -4.579)  -0.110
Cl (1.267, 4.317, -5.771)  0.001
C (2.209, 1.900, -4.962)  -0.113
Cl (2.214, 1.475, -6.648)  -0.005
Se (2.863, -6.543, -0.250)  -0.450
C (2.359, -4.798, -0.321)  0.086
N (2.029, -3.683, -0.363)  -0.611

Values from the calculation:
**F_max**: 0.252 eV Å⁻¹
**Frontier orbital gap**: 6.1 eV
**Relative energy (zero: lowest compared OMol25 entry of this formula, charge and spin)**: 0.031 eV
**Total charge**: -2

2.
Density functional theory data (ωB97M-V/def2-TZVPD) for a single C19H20F2N2O6 molecule in a non-equilibrium geometry.

Last column: natural (NBO) charge in e.
Atoms and positions in Å:
C (-4.392, -1.772, -0.413)  -0.609
C (-3.980, -0.465, 0.258)  -0.201
C (-5.008, 0.630, -0.016)  -0.610
C (-2.605, -0.018, -0.247)  -0.155
N (-1.593, -1.024, 0.007)  -0.591
C (-0.453, -1.075, -0.721)  0.656
O (-0.272, -0.401, -1.726)  -0.657
C (0.550, -2.014, -0.214)  0.142
C (1.808, -2.294, -0.687)  -0.229
C (2.376, -3.207, 0.225)  -0.307
C (1.429, -3.415, 1.183)  0.127
O (0.325, -2.705, 0.929)  -0.399
C (-2.117, 1.249, 0.461)  0.810
O (-2.147, 1.425, 1.648)  -0.592
O (-1.584, 2.092, -0.426)  -0.510
C (-0.849, 3.204, 0.068)  -0.180
C (0.664, 2.927, 0.116)  0.662
O (1.405, 3.627, 0.762)  -0.590
N (1.033, 1.881, -0.659)  -0.641
C (2.301, 1.292, -0.725)  0.097
C (2.773, 0.873, -1.967)  -0.203
C (4.007, 0.264, -2.088)  -0.214
C (4.794, 0.057, -0.967)  -0.219
C (4.330, 0.444, 0.276)  -0.246
C (3.090, 1.050, 0.400)  0.317
O (2.656, 1.417, 1.690)  -0.498
C (1.848, 0.580, 2.320)  0.797
F (0.703, 0.289, 1.639)  -0.362
F (2.411, -0.651, 2.524)  -0.360
H (-5.350, -2.106, -0.025)  0.214
H (-4.485, -1.629, -1.488)  0.205
H (-3.656, -2.551, -0.234)  0.216
H (-3.905, -0.615, 1.340)  0.210
H (-5.073, 0.834, -1.083)  0.205
H (-4.736, 1.549, 0.497)  0.216
H (-5.988, 0.320, 0.336)  0.217
H (-2.614, 0.166, -1.326)  0.243
H (-1.592, -1.451, 0.922)  0.417
H (2.254, -1.886, -1.570)  0.247
H (3.352, -3.641, 0.179)  0.232
H (1.428, -4.022, 2.067)  0.207
H (-1.038, 4.043, -0.606)  0.218
H (-1.181, 3.461, 1.079)  0.237
H (0.335, 1.437, -1.253)  0.452
H (2.146, 1.024, -2.832)  0.228
H (4.356, -0.050, -3.061)  0.219
H (5.760, -0.415, -1.057)  0.218
H (4.912, 0.272, 1.168)  0.231
H (1.568, 0.998, 3.297)  0.140

Values from the calculation:
**F_max**: 1.675 eV Å⁻¹
**Frontier orbital gap**: 9.5 eV
**SMILES**: CC(C)[C@H](NC(=O)c1ccco1)C(=O)OCC(=O)Nc1ccccc1OC(F)F
**Relative energy (zero: lowest compared OMol25 entry of this formula, charge and spin)**: 0.115 eV

3.
Density functional theory data (ωB97M-V/def2-TZVPD) for 2 unconnected molecules or ions with the total composition C19H20F3N2 in a non-equilibrium geometry.

Last column: natural (NBO) charge in e.
Atoms and positions in Å:
C (-1.414, -2.527, 2.683)  -0.739
C (-0.174, -1.893, 2.209)  0.294
N (0.120, -0.623, 2.496)  -0.260
C (1.429, -0.066, 2.525)  0.084
C (2.647, -0.721, 2.562)  -0.186
C (3.794, 0.073, 2.778)  -0.188
C (3.699, 1.470, 2.928)  -0.166
C (2.458, 2.114, 2.904)  -0.181
C (1.319, 1.329, 2.735)  0.018
C (-0.078, 1.646, 2.830)  -0.069
C (-0.809, 0.433, 2.739)  0.153
C (-2.190, 0.425, 2.805)  -0.207
C (-2.845, 1.668, 2.922)  -0.194
C (-2.125, 2.875, 2.986)  -0.161
C (-0.727, 2.871, 2.956)  -0.165
H (-1.243, -3.610, 2.641)  0.282
H (-1.710, -2.264, 3.707)  0.279
H (-2.273, -2.322, 2.027)  0.268
H (0.662, -2.495, 1.851)  0.243
H (2.693, -1.804, 2.435)  0.229
H (4.779, -0.388, 2.833)  0.242
H (4.607, 2.057, 3.079)  0.241
H (2.333, 3.190, 3.029)  0.234
H (-2.738, -0.512, 2.771)  0.226
H (-3.932, 1.706, 2.961)  0.241
H (-2.662, 3.822, 3.062)  0.241
H (-0.116, 3.775, 3.009)  0.236
C (-3.283, -4.234, -2.106)  -0.410
C (-3.253, -3.542, -0.730)  -0.215
N (-1.917, -3.688, -0.254)  -0.639
C (-0.996, -4.159, -1.228)  -0.127
C (-0.043, -5.169, -0.614)  0.979
F (0.961, -5.505, -1.478)  -0.321
F (0.527, -4.646, 0.517)  -0.358
F (-0.682, -6.320, -0.255)  -0.322
C (-1.858, -4.736, -2.373)  -0.405
H (-3.991, -5.067, -2.100)  0.227
H (-3.564, -3.530, -2.892)  0.219
H (-3.610, -2.500, -0.807)  0.176
H (-3.966, -4.055, -0.067)  0.188
H (-1.574, -3.103, 0.493)  0.362
H (-0.354, -3.355, -1.631)  0.187
H (-1.828, -5.831, -2.343)  0.234
H (-1.458, -4.384, -3.329)  0.229

Values from the calculation:
**F_max**: 3.240 eV Å⁻¹
**Frontier orbital gap**: 6.3 eV
**Relative energy (zero: lowest compared OMol25 entry of this formula, charge and spin)**: 0.033 eV
**Total charge**: +1

4.
Density functional theory data (ωB97M-V/def2-TZVPD) for 4 unconnected molecules or ions with the total composition C19H20F4NO6PS2 in a non-equilibrium geometry.

Last column: natural (NBO) charge in e.
Atoms and positions in Å:
O (-1.789, 2.627, 1.588)  -0.823
S (-1.170, 2.583, 0.216)  2.335
O (-1.328, 1.261, -0.476)  -0.807
F (0.488, 2.772, 0.487)  -0.451
N (-1.819, 3.857, -0.767)  -1.145
P (-1.178, 5.475, -0.353)  1.472
O (-0.870, 5.597, 1.339)  -0.952
O (0.406, 5.462, -1.030)  -0.961
S (-3.550, 3.818, -0.858)  2.056
O (-3.983, 3.894, -2.294)  -0.802
O (-4.078, 2.502, -0.337)  -0.825
C (-4.413, 5.158, 0.108)  0.769
F (-4.239, 6.449, -0.423)  -0.293
F (-5.793, 4.895, -0.026)  -0.287
F (-4.159, 5.115, 1.488)  -0.286
H (-0.243, 4.896, 1.628)  0.498
H (1.009, 5.924, -0.405)  0.510
C (0.590, -1.731, 2.096)  -0.231
C (1.493, -2.780, 1.965)  -0.223
C (1.988, -3.121, 0.711)  -0.226
C (1.575, -2.414, -0.415)  -0.206
C (0.664, -1.370, -0.285)  -0.234
C (0.172, -1.027, 0.971)  -0.162
H (0.210, -1.461, 3.076)  0.212
H (1.814, -3.333, 2.842)  0.213
H (2.695, -3.937, 0.609)  0.215
H (1.962, -2.678, -1.393)  0.211
H (0.337, -0.824, -1.163)  0.221
H (-0.535, -0.215, 1.066)  0.207
C (-3.934, -2.137, -1.678)  -0.204
C (-4.795, -2.601, -2.667)  -0.223
C (-5.432, -1.701, -3.515)  -0.217
C (-5.211, -0.335, -3.371)  -0.238
C (-4.357, 0.131, -2.377)  -0.147
C (-3.717, -0.770, -1.531)  -0.240
H (-3.432, -2.839, -1.022)  0.211
H (-4.969, -3.666, -2.777)  0.209
H (-6.101, -2.064, -4.288)  0.209
H (-5.706, 0.367, -4.034)  0.210
H (-4.189, 1.194, -2.262)  0.206
H (-3.049, -0.407, -0.758)  0.220
C (6.788, -2.903, 0.335)  -0.202
C (7.856, -2.834, 1.223)  -0.218
C (7.621, -2.650, 2.581)  -0.214
C (6.318, -2.530, 3.052)  -0.213
C (5.249, -2.590, 2.162)  -0.215
C (5.484, -2.778, 0.804)  -0.218
H (6.971, -3.053, -0.724)  0.210
H (8.873, -2.925, 0.856)  0.212
H (8.455, -2.599, 3.274)  0.212
H (6.134, -2.389, 4.111)  0.211
H (4.233, -2.490, 2.528)  0.218
H (4.651, -2.827, 0.112)  0.216

Values from the calculation:
**F_max**: 9.033 eV Å⁻¹
**Frontier orbital gap**: 6.5 eV
**SMILES**: O=S(=O)(F)N(P(O)O)S(=O)(=O)C(F)(F)F.c1ccccc1.c1ccccc1.c1ccccc1

5.
Density functional theory data (ωB97M-V/def2-TZVPD) for a single C19H20FN3O3S molecule.

Last column: natural (NBO) charge in e.
Atoms and positions in Å:
C (-3.335, -3.321, -0.183)  -0.644
C (-2.826, -1.955, -0.475)  0.159
N (-3.645, -0.960, -0.763)  -0.276
N (-2.889, 0.117, -0.979)  -0.188
C (-3.474, 1.377, -1.339)  -0.414
C (-1.574, -0.180, -0.825)  0.424
O (-0.592, 0.733, -1.054)  -0.495
C (-0.489, 1.803, -0.190)  0.369
C (0.323, 2.854, -0.601)  -0.282
C (0.519, 3.937, 0.234)  -0.189
C (-0.093, 3.982, 1.476)  -0.232
C (-0.912, 2.943, 1.875)  -0.161
C (-1.120, 1.853, 1.046)  -0.350
C (-1.482, -1.521, -0.500)  -0.185
C (-0.248, -2.310, -0.214)  -0.429
C (0.047, -2.358, 1.294)  -0.222
N (0.449, -1.092, 1.853)  -0.870
S (2.053, -0.749, 2.051)  2.328
O (2.108, 0.503, 2.744)  -0.937
O (2.667, -1.911, 2.617)  -0.940
C (2.738, -0.503, 0.408)  -0.357
C (3.184, -1.593, -0.316)  -0.166
C (3.693, -1.403, -1.589)  -0.288
C (3.747, -0.114, -2.093)  0.422
F (4.239, 0.078, -3.330)  -0.318
C (3.322, 0.986, -1.366)  -0.285
C (2.811, 0.780, -0.096)  -0.168
H (-4.412, -3.337, -0.319)  0.238
H (-3.100, -3.609, 0.840)  0.217
H (-2.877, -4.047, -0.854)  0.218
H (-3.495, 2.060, -0.485)  0.209
H (-2.902, 1.835, -2.147)  0.214
H (-4.492, 1.183, -1.669)  0.238
H (0.791, 2.797, -1.571)  0.226
H (1.153, 4.749, -0.088)  0.219
H (0.067, 4.826, 2.129)  0.220
H (-1.396, 2.971, 2.839)  0.221
H (-1.774, 1.052, 1.363)  0.231
H (-0.383, -3.332, -0.572)  0.222
H (0.597, -1.863, -0.741)  0.225
H (0.865, -3.045, 1.512)  0.226
H (-0.846, -2.703, 1.827)  0.200
H (-0.091, -0.288, 1.576)  0.407
H (3.142, -2.573, 0.130)  0.241
H (4.050, -2.228, -2.186)  0.237
H (3.402, 1.973, -1.791)  0.234
H (2.480, 1.599, 0.522)  0.254

Values from the calculation:
**F_max**: 0.859 eV Å⁻¹
**Frontier orbital gap**: 9.6 eV
**SMILES**: Cc1nn(C)c(Oc2ccccc2)c1CCNS(=O)(=O)c1ccc(F)cc1
**Relative energy (zero: lowest compared OMol25 entry of this formula, charge and spin)**: 1.457 eV

- Among the records above, which one has the highest frontier orbital gap?
  C19H20FN3O3S

- Look up the frontier orbital gap of the fifth one.
  9.6 eV

- What is the F_max in the fifth record?
  0.859 eV Å⁻¹

- What is the F_max in the fifth record?
  0.859 eV Å⁻¹